Entry 1:
C29H39B2F8N7O4S5Tc | wB97M-V/def2-TZVPD

Geometry as XYZ:
```
95
Properties=species:S:1:pos:R:3:forces:R:3
Tc 0.912 2.398 -1.613 -2.1 -0.6 2.6
C -2.438 -1.011 -4.280 -0.1 0.1 -0.1
C -2.235 -0.909 -2.804 -0.1 -0.1 0.0
C -3.014 -1.583 -1.895 0.2 0.1 -0.1
C -2.813 -1.398 -0.514 0.1 0.0 -0.1
N -1.793 -0.684 -0.080 -0.1 -0.1 0.4
N -1.030 -0.044 -0.947 -0.2 0.3 -0.6
B 0.172 0.763 -0.348 0.2 0.0 0.0
N -0.241 1.261 1.074 -0.2 0.7 0.0
N -0.014 0.472 2.103 0.2 -0.4 0.1
C -0.312 0.889 3.315 -0.1 0.1 0.0
C -0.987 2.115 3.496 0.0 0.0 -0.2
C -1.202 2.952 2.427 0.0 0.0 0.0
C -1.831 4.301 2.532 0.0 0.1 -0.1
C -0.737 2.496 1.177 0.1 -0.5 0.2
S -0.682 3.483 -0.246 0.8 -0.1 -1.1
C 0.140 -0.008 4.458 0.1 -0.2 0.0
C 1.632 -0.332 4.256 -0.1 0.1 0.0
C -0.669 -1.312 4.421 0.0 0.1 0.0
C -0.044 0.677 5.811 0.0 0.0 0.0
N 1.391 -0.160 -0.135 0.5 0.1 -0.1
N 1.255 -1.462 -0.254 -0.3 -0.4 -0.1
C 2.273 -2.247 0.035 0.0 0.1 0.0
C 3.468 -1.692 0.535 0.0 0.2 0.1
C 3.616 -0.328 0.648 0.0 -0.2 0.0
C 4.862 0.328 1.142 0.0 0.1 0.0
C 2.522 0.452 0.233 0.0 -0.2 -0.1
S 2.546 2.187 0.152 -0.6 -0.2 -0.5
C 2.036 -3.737 -0.166 -0.2 0.0 -0.1
C 1.476 -3.952 -1.586 0.1 0.1 0.2
C 3.324 -4.539 -0.004 0.0 0.1 0.0
C 0.994 -4.187 0.874 0.1 0.0 -0.1
C -1.258 -0.060 -2.257 -0.1 0.0 0.0
S -0.327 1.022 -3.286 0.7 0.0 0.9
C -3.801 -1.944 0.493 -0.1 0.1 0.1
C -3.265 -1.833 1.918 0.0 0.0 -0.1
C -4.147 -3.408 0.189 0.1 0.1 0.0
C -5.059 -1.062 0.343 0.1 -0.1 0.0
H -2.950 -1.935 -4.536 0.0 0.0 0.0
H -1.493 -0.964 -4.820 0.0 -0.1 0.0
H -3.051 -0.174 -4.628 0.0 0.0 0.0
H -3.803 -2.236 -2.245 0.0 0.0 0.0
H -1.306 2.418 4.484 0.0 0.0 0.0
H -2.215 4.496 3.529 0.0 -0.1 0.0
H -2.641 4.395 1.807 0.0 0.0 0.1
H -1.096 5.071 2.284 0.0 0.0 0.0
H 1.798 -0.788 3.280 0.0 -0.1 0.0
H 1.959 -1.025 5.031 0.0 0.0 0.0
H 2.239 0.574 4.332 0.0 0.0 0.0
H -0.532 -1.811 3.462 0.0 -0.1 0.0
H -1.732 -1.116 4.574 0.0 0.0 0.0
H -0.330 -1.975 5.217 0.0 0.0 0.0
H 0.489 1.628 5.861 0.0 0.0 0.0
H 0.361 0.032 6.591 0.0 0.0 0.0
H -1.097 0.842 6.046 0.0 0.0 0.0
H 4.282 -2.341 0.829 0.0 0.0 -0.1
H 5.574 -0.404 1.513 0.0 0.0 0.0
H 4.623 1.033 1.941 0.1 0.0 0.0
H 5.326 0.903 0.338 0.0 0.0 0.0
H 2.206 -3.635 -2.334 0.0 0.0 0.0
H 0.563 -3.375 -1.723 -0.1 0.0 0.0
H 1.253 -5.006 -1.747 0.0 0.0 0.0
H 4.086 -4.205 -0.712 0.0 0.0 0.0
H 3.118 -5.588 -0.209 0.0 0.0 0.0
H 3.721 -4.474 1.011 0.0 0.0 0.0
H 0.072 -3.614 0.759 0.0 0.0 0.0
H 1.366 -4.051 1.891 0.0 0.0 0.0
H 0.775 -5.246 0.730 0.0 0.0 0.0
H -2.413 -2.497 2.056 0.1 0.0 0.1
H -4.045 -2.127 2.620 0.0 0.0 0.0
H -2.955 -0.814 2.146 0.0 0.0 0.1
H -3.245 -4.015 0.089 0.0 0.0 0.0
H -4.750 -3.512 -0.714 0.0 0.0 0.0
H -4.729 -3.808 1.019 0.0 0.0 0.0
H -4.830 -0.017 0.564 0.0 0.0 0.0
H -5.826 -1.405 1.037 0.0 0.0 0.0
H -5.467 -1.118 -0.668 0.0 0.0 0.0
F 3.823 3.303 -5.760 0.0 0.0 0.0
C 3.708 2.233 -5.002 -0.1 -0.1 -0.1
F 3.011 1.289 -5.620 0.1 0.1 0.0
F 4.886 1.776 -4.653 0.1 0.0 0.2
S 2.706 2.700 -3.509 0.8 0.9 -1.3
O 2.484 1.447 -2.792 0.0 -0.2 -0.1
O 3.260 3.759 -2.733 0.4 0.2 -0.1
N 1.377 3.116 -4.250 -0.1 -0.2 0.2
S 0.342 4.255 -4.367 0.1 -0.1 0.1
O 0.023 4.637 -5.680 -0.1 0.1 -0.3
O -0.831 3.805 -3.490 0.0 0.2 0.1
C 0.837 5.791 -3.412 -0.1 -0.1 0.5
F 1.076 5.466 -2.137 0.0 -0.1 -0.2
F 1.911 6.293 -3.961 0.1 -0.1 -0.2
F -0.163 6.635 -3.463 -0.1 0.0 -0.1
F -2.188 2.391 -4.858 0.2 0.0 -0.1
B -1.696 2.562 -3.626 -0.7 0.1 0.0
F -2.584 2.523 -2.609 0.3 0.0 -0.1
```
Forces are in eV/Å.

Properties
**ΔE to the lowest compared entry with this formula, charge and spin**: 28.7 kcal/mol
**Highest occupied orbital energy (alpha / beta)**: -14.29 / -14.31 eV
**Orbital gap (alpha / beta)**: 6.626 / 6.944 eV
**Spin multiplicity**: 2
**Net charge**: +2

---

Entry 2:
C17H6Cl2MnN3OS2 | wB97M-V/def2-TZVPD

Geometry as XYZ:
```
32
Properties=species:S:1:pos:R:3:forces:R:3
Mn 0.193 0.077 -0.502 0.3 -0.1 0.2
Cl -2.437 4.270 -1.446 0.0 0.0 0.0
C -0.887 4.098 -0.738 0.1 0.0 0.0
C -0.142 5.271 -0.470 0.0 -0.1 0.0
C 1.131 5.195 0.011 0.0 0.0 0.0
Cl 2.009 6.636 0.331 0.0 0.0 0.0
C 1.757 3.934 0.229 0.0 0.0 0.0
C 3.084 3.762 0.669 0.0 0.0 0.0
C 3.592 2.498 0.811 0.0 0.0 0.0
C 2.783 1.400 0.504 0.1 -0.1 0.0
N 1.531 1.519 0.096 -0.1 0.0 0.0
C 1.003 2.776 -0.029 -0.1 0.2 0.0
C -0.335 2.875 -0.472 0.0 0.0 0.1
O -0.947 1.645 -0.681 -0.2 0.2 -0.2
H -0.604 6.227 -0.667 0.0 0.0 0.0
H 3.688 4.632 0.886 0.0 0.0 0.0
H 4.606 2.331 1.143 0.0 0.0 0.0
H 3.173 0.393 0.591 0.0 0.0 0.0
S -2.532 1.269 0.020 0.1 0.0 0.0
C -3.163 0.454 -1.378 0.0 0.0 0.0
C -4.289 1.011 -1.980 0.0 0.0 0.0
C -4.915 0.362 -3.032 0.1 0.0 0.1
C -6.078 0.944 -3.632 -0.1 0.0 0.0
N -7.008 1.436 -4.089 0.0 0.0 0.0
C -4.376 -0.846 -3.499 0.0 0.1 0.1
C -3.236 -1.385 -2.920 0.0 0.0 0.0
C -2.606 -0.754 -1.850 0.0 0.0 0.1
S -1.192 -1.532 -1.158 -0.1 0.0 -0.1
C -4.991 -1.537 -4.596 0.0 0.0 -0.1
N -5.466 -2.102 -5.474 0.0 0.0 0.0
H -4.683 1.951 -1.619 0.0 0.0 0.0
H -2.837 -2.312 -3.307 0.0 0.0 0.0
```
Forces are in eV/Å.

Properties
**Highest occupied orbital energy (alpha / beta)**: -11.88 / -12.13 eV
**Orbital gap (alpha / beta)**: 6.901 / 7.286 eV
**Spin multiplicity**: 4
**Net charge**: +1